A molecular structure, C51H55CoN3O6P2Te in a non-equilibrium geometry. Source: the OMol25 dataset; level of theory: the ωB97M-V functional and the def2-TZVPD basis.

Calculated values
Orbital gap (spin up / spin down) ... 4.9 / 5.5 eV
E_HOMO (spin up / spin down) ... -0.2122 / -0.2128 Ha

ORCA input file:
```
! RIJCOSX wB97M-V def2-TZVPD def2/J DEFGRID3
* xyz 0 2
O -1.36 1.97 -3.45
O 2.07 3.61 -2.81
C -3.67 3.12 0.55
H 5.74 -0.26 4.01
H -0.19 1.29 4.47
C 1.39 0.09 -3.59
H -2.60 3.26 0.51
H 0.05 6.29 -1.91
H 1.75 3.35 -4.79
H -4.03 -0.06 1.52
H 3.64 -0.06 5.32
H -1.80 -3.74 -2.69
H 5.67 0.03 1.58
C -3.41 1.01 -0.79
H 2.77 -1.38 -2.84
C -4.26 2.03 -0.06
C 2.74 -3.75 -0.05
C 3.68 0.39 0.01
C 3.55 0.34 1.46
H -0.02 3.27 0.70
C 4.76 0.11 2.15
C -0.89 4.49 3.71
C -4.96 -2.90 -0.05
H 2.72 -6.38 -0.18
C -0.61 4.47 2.36
H -1.44 -3.94 4.13
O 4.96 0.36 -0.46
H -2.60 -5.22 -2.15
H 0.69 -4.02 2.89
H 3.31 1.60 -2.56
C 3.63 0.07 4.25
H 2.55 -2.69 -0.26
C -0.17 3.30 1.77
H -4.88 -3.21 -2.17
H 0.11 -8.85 -1.28
Co 0.88 1.06 -0.77
C 1.77 -5.97 -0.51
H -6.43 4.54 1.91
H -2.44 -3.84 -1.06
P 0.62 0.69 1.51
C -1.26 -0.71 3.12
H 0.83 0.37 -2.68
H -0.96 3.33 5.50
C -0.73 3.33 4.45
C 0.37 -4.05 -0.91
H 1.60 -1.99 1.87
H 4.61 -0.79 -4.42
C 3.09 3.75 0.73
H 3.11 -0.93 -5.31
C 0.78 -6.84 -0.93
C 0.15 -3.09 2.97
C 0.84 5.82 -1.33
C 2.80 -0.37 -3.26
C -1.05 -3.04 3.66
H 0.83 -0.69 -4.11
C -6.42 2.78 0.68
H 2.39 3.07 1.23
C 3.63 -0.36 -4.54
H 1.43 0.97 -4.23
P 1.50 3.25 -1.34
C 2.45 0.34 3.59
H 5.20 -0.72 -2.19
H 2.91 -3.87 1.02
C -3.95 -0.38 -0.59
H -3.94 -0.98 -2.64
C 3.41 0.57 -2.21
H 1.78 5.87 -1.87
O 0.46 4.48 -1.07
C -5.82 3.85 1.33
H -3.98 4.86 1.76
H -4.90 -2.32 2.01
N 2.77 0.46 -0.90
C 4.89 0.29 -1.88
C -0.05 -0.75 2.43
H -2.67 -1.81 4.29
H 0.95 6.35 -0.38
H 4.11 3.41 0.92
H -3.87 1.71 -2.78
C 4.80 -0.04 3.52
H 0.88 4.73 -4.08
C -4.69 -2.53 -1.36
C 2.36 0.48 2.20
H -0.74 5.36 1.76
C 0.04 2.14 2.50
H 3.74 0.66 -4.91
H -5.38 -3.88 0.15
C -1.83 1.58 -2.39
C 0.64 -1.95 2.37
C -4.21 -0.77 0.72
H -1.82 0.21 3.17
Te -0.12 -1.94 -0.80
C -1.75 -1.85 3.74
C 0.99 -8.33 -0.91
N -3.16 1.38 -2.16
C -0.42 -6.29 -1.36
C -4.45 4.03 1.26
C -4.17 -1.27 -1.63
H -1.27 5.39 4.17
C -1.95 -4.41 -1.84
C -5.64 1.88 -0.02
H 1.19 -8.67 0.10
H 1.54 0.41 4.17
H 2.95 4.75 1.14
H 3.66 -4.05 -0.56
C -0.63 -4.92 -1.35
H 5.57 1.02 -2.30
O 2.89 3.78 -0.67
H 1.84 -8.61 -1.53
N -1.12 1.26 -1.25
O -1.67 0.75 0.90
C 1.59 -4.59 -0.51
H 0.29 3.08 -3.79
H -7.49 2.65 0.73
C 1.18 3.69 -3.92
C -4.70 -2.03 0.99
C -0.27 2.17 3.86
C -1.96 1.00 -0.26
H -1.21 -6.94 -1.71
H -6.11 1.04 -0.51
*
```

Atomic partial charges in e from the Mulliken method, atoms 1 to 6: number 1, O, carries -0.797; number 2, O, carries -0.427; number 3, C, carries -0.150; number 4, H, carries 0.432; number 5, H, carries 0.454; number 6, C, carries -0.726


A molecular structure, C51H56BrN6O2PtSSi2 in a non-equilibrium geometry. Source: the OMol25 dataset; level of theory: the ωB97M-V functional and the def2-TZVPD basis.

Calculated values
Orbital gap ... 5.6 eV
Energy above the lowest of the compared OMol25 structures with the same formula, charge and spin ... 32.6 kcal per mole
E_HOMO ... -0.3488 Ha

ORCA input file:
```
! RIJCOSX wB97M-V def2-TZVPD def2/J DEFGRID3
* xyz 1 1
H 4.72 0.48 1.04
H 1.10 -0.62 -4.77
C 3.26 0.41 -0.55
H 9.60 -1.00 7.98
H -2.10 2.33 -7.14
H -3.67 -2.85 -3.10
H 6.60 0.31 4.63
C -3.53 3.57 -1.82
Pt -1.16 0.07 -0.08
H -2.54 5.34 1.63
C 4.73 0.20 7.44
C 5.74 0.07 8.37
H -1.39 -0.39 -11.38
C 0.03 3.42 -0.40
H -2.94 1.04 -2.51
O -0.89 -1.79 -8.47
C -1.39 1.66 -5.23
H -4.59 0.59 -2.95
C 7.08 0.01 7.97
N -0.87 2.74 0.31
C 1.33 0.36 1.42
C 0.37 0.05 -6.67
H 3.71 0.24 7.79
H -2.07 2.27 -4.65
C -1.76 3.43 1.01
C 4.00 0.36 5.06
C 1.90 0.29 -0.83
H -6.99 0.05 1.02
H -2.36 -5.23 -0.75
H -3.03 -1.26 -2.66
C 0.78 -2.66 2.45
C -1.93 -4.94 -1.71
H 3.98 0.46 -1.36
C 0.40 0.02 -5.29
C -1.41 1.69 -6.60
H 5.51 0.00 9.43
C -0.87 5.51 0.28
H -1.76 -2.49 0.58
Si -1.55 -3.08 -1.81
H -2.65 -5.21 -2.48
H -6.07 2.18 -3.54
H 0.51 -3.61 -3.13
C -3.19 -2.27 -2.30
C 5.03 0.28 6.08
H -5.47 3.84 -3.68
H 0.51 -5.50 -0.32
C 6.37 0.24 5.69
H -2.95 0.75 2.52
O 7.98 -0.12 8.96
H -2.62 -1.44 -10.65
C -0.56 0.85 -7.32
C -0.40 0.75 4.71
H -6.28 1.22 -1.01
C 3.67 0.43 0.77
H 9.68 0.78 8.13
C 0.31 0.44 2.40
C -5.05 -0.78 1.39
C 2.71 0.41 1.76
H -1.04 -5.54 -1.86
S -0.75 0.78 -9.08
C -1.70 0.86 4.24
H 2.22 0.45 6.22
Br -0.89 7.40 0.25
N 2.65 0.44 5.32
H -1.07 -2.13 -11.13
N 4.23 0.35 3.76
C -0.65 0.62 -3.15
C 2.21 -2.85 -0.37
H 0.85 -3.55 3.07
H 1.68 -2.07 2.62
C -3.99 1.20 -2.27
C -0.24 -2.81 -3.14
H 0.83 5.31 -1.03
H -0.47 -5.39 1.14
C -1.81 4.82 1.04
C -0.94 -2.39 -0.13
C -1.55 -1.25 -10.72
H -5.36 -1.38 2.23
H 1.55 0.23 -1.85
C -1.05 -0.98 -9.33
C 3.02 0.42 3.16
C 7.38 0.11 6.61
C 9.36 -0.15 8.63
H -3.99 3.84 -0.85
C 0.08 4.80 -0.45
H 2.08 -2.07 -1.12
H -2.47 2.85 1.59
H 0.28 -1.86 -3.00
H -6.25 3.32 -2.18
C -3.24 -0.01 -0.09
C -0.97 0.36 -2.01
C -4.22 0.64 -0.86
C -0.52 0.79 -4.55
H 8.41 0.07 6.28
C -3.72 -0.78 0.99
H 1.29 -5.47 1.26
H -3.46 4.48 -2.42
N 0.97 0.25 0.11
C -1.94 0.68 2.89
C -5.58 2.99 -3.00
H -2.51 1.07 4.91
C 0.62 0.56 3.79
C 0.46 -5.06 0.68
C -5.54 0.68 -0.42
H 1.04 -0.57 -7.24
H -0.19 0.83 5.77
H -2.53 3.18 -1.63
N -1.00 0.42 1.99
H 9.89 -0.25 9.57
H -0.08 -2.09 2.79
H -3.89 -2.23 -1.47
H -3.04 -1.40 1.57
C 2.01 0.47 4.11
N -4.29 2.58 -2.52
H 2.52 -3.75 -0.89
H 3.02 -2.54 0.28
Si 0.62 -3.17 0.61
C -5.96 0.00 0.71
H 0.74 2.82 -0.96
H -0.70 -2.79 -4.13
*
```

Atomic partial charges in e from the Mulliken method, atoms 1 to 6: number 1, H, carries 0.599; number 2, H, carries 0.464; number 3, C, carries -0.999; number 4, H, carries 0.343; number 5, H, carries 0.428; number 6, H, carries 0.577


5 unconnected molecules or ions with the total composition C51H57F17N2O5P in a non-equilibrium geometry. Source: the OMol25 dataset; level of theory: the ωB97M-V functional and the def2-TZVPD basis.

Calculated values
Orbital gap ... 8.2 eV
E_HOMO ... -0.3842 Ha

ORCA input file:
```
! RIJCOSX wB97M-V def2-TZVPD def2/J DEFGRID3
* xyz 1 1
F -4.14 -1.97 -5.05
H -0.65 3.10 -2.55
C 1.86 -5.00 -0.13
C 5.83 -6.17 -4.51
H 7.39 0.24 -1.33
C 1.51 3.15 1.70
H 0.18 -5.66 -6.67
C 0.76 -1.96 0.37
C 7.40 -5.90 -6.31
F -4.87 -1.19 -2.15
H -1.39 0.55 3.32
C 5.76 -0.68 -2.38
F -2.14 -0.31 -5.41
H -4.27 2.96 3.86
F 2.38 -2.89 -2.86
C 4.57 -1.39 -2.27
H -0.62 3.68 -0.35
H 2.82 -4.96 0.48
C 0.08 -3.86 -5.50
F -3.18 1.03 -1.41
C -2.12 8.42 6.13
C 4.77 -1.33 0.12
C -6.39 0.45 -3.11
H -1.44 6.34 2.70
F 5.36 -5.79 -3.31
C 6.80 -6.96 -6.98
H -2.47 0.53 5.63
H 4.02 -1.68 -3.16
C -0.19 -5.83 1.53
H -4.54 1.93 2.35
F -2.24 -0.92 -3.25
C -1.42 -5.58 2.43
H 1.92 -2.10 0.50
H 6.49 -0.33 0.92
H -6.35 4.46 2.50
H 0.25 -2.17 -4.16
H 7.36 -4.67 -4.53
F -7.34 -0.03 -2.14
H -2.07 2.68 0.09
C 5.96 -0.62 0.02
N 0.29 2.22 1.87
H -1.07 10.03 7.08
O -4.31 5.13 2.71
C 0.64 -5.08 -5.87
H 1.85 -4.25 -1.00
O 0.19 -0.13 6.45
H -2.73 9.07 5.52
H 2.31 0.28 1.23
C 0.58 -4.67 0.80
H -0.14 3.13 5.96
C -0.50 0.19 0.41
H 1.01 1.75 -0.08
F -6.28 -1.87 -3.78
H -5.27 4.04 1.08
C -0.57 6.73 7.71
C -1.06 2.21 -1.95
C -5.01 2.75 3.00
H 4.39 -7.74 -4.72
H -3.12 5.96 1.09
H 0.32 8.53 8.49
H -0.72 3.12 3.64
H 1.43 3.79 0.75
N 0.35 -0.77 1.17
H -3.14 4.14 1.29
F -3.27 3.17 -2.22
H 8.25 -5.38 -6.74
H -2.91 -3.90 3.28
C -0.31 0.43 3.71
C 2.37 -4.82 -4.22
C -0.41 8.11 7.80
C 0.02 -3.24 1.04
O -1.93 1.30 5.96
C -3.11 5.12 1.87
C 1.78 -5.56 -5.24
H -0.80 -3.49 -6.00
H -1.54 0.17 0.92
C -4.37 -0.62 -4.59
C -1.24 -2.98 1.91
H 6.15 -0.43 -3.36
C 0.79 1.10 2.75
F -4.92 0.02 -5.75
F -3.79 2.29 -4.46
F -7.19 0.82 -4.22
H 1.76 3.73 2.64
C 6.46 -0.30 -1.24
H -1.91 4.96 3.81
C -5.27 4.15 2.23
O -0.63 4.50 2.11
H 3.15 -2.27 -0.90
H -0.37 1.32 -2.21
C -0.76 3.09 2.48
C -1.75 5.23 2.71
C -2.60 1.90 -2.37
C -1.50 6.21 6.83
H 1.90 -0.85 2.69
H 1.62 1.52 3.43
C 1.81 -3.61 -3.85
C -2.91 -0.09 -4.20
H 7.18 -7.26 -7.95
C 6.91 -5.50 -5.07
H 0.19 -6.90 1.42
H -0.70 -0.16 -0.67
C 5.71 -7.62 -6.42
C 0.00 1.72 0.49
C -2.00 -4.16 2.62
H -1.70 -1.94 2.08
C -5.42 -0.79 -3.39
C 1.47 -0.12 1.90
H 5.24 -8.44 -6.95
H 2.41 2.45 1.51
F -1.56 1.90 -4.55
H 0.02 6.06 8.33
C 4.07 -1.72 -1.01
H 2.21 -6.52 -5.53
H -3.00 6.60 5.34
F 4.29 -1.65 1.33
F -5.79 1.57 -2.53
O 0.57 2.44 5.78
P -0.28 1.00 5.51
H -5.99 2.32 3.39
C -2.28 7.04 6.03
F -1.66 4.87 6.74
C -2.78 1.47 -3.90
H 0.58 -1.88 -0.76
H -1.97 -6.43 2.98
H 1.67 -6.05 -0.56
C -1.19 8.95 7.01
C 5.23 -7.23 -5.18
H -1.84 2.74 2.25
H -0.13 -0.72 3.73
H 3.26 -5.17 -3.72
C -1.02 2.60 -0.38
C 0.67 -3.12 -4.48
*
```

Atomic partial charges in e from the Mulliken method, atoms 1 to 6: number 1, F, carries -0.306; number 2, H, carries 0.525; number 3, C, carries -0.406; number 4, C, carries 0.310; number 5, H, carries 0.394; number 6, C, carries -0.931


A molecular structure, C51H58BaI2N2O6PS2Te in a non-equilibrium geometry. Source: the OMol25 dataset; level of theory: the ωB97M-V functional and the def2-TZVPD basis.

Calculated values
Orbital gap (spin up / spin down) ... 1.9 / 5.3 eV
Energy above the lowest of the compared OMol25 structures with the same formula, charge and spin ... 29.5 kcal per mole
E_HOMO (spin up / spin down) ... 0.0388 / -0.0860 Ha

ORCA input file:
```
! RIJCOSX wB97M-V def2-TZVPD def2/J DEFGRID3
* xyz -2 2
C -1.82 -2.12 4.19
H -2.31 -2.35 6.26
C 1.06 8.15 -0.84
C 1.25 9.59 -1.25
H -4.53 -0.23 -2.47
H -1.11 -0.60 -7.05
C 4.11 2.37 2.75
Ba -0.11 0.01 0.94
C -1.86 -4.11 -2.11
N -0.24 1.74 2.42
H 5.01 2.35 -0.48
C 6.38 1.84 1.79
C -0.52 -3.41 5.73
H 1.74 -1.68 -1.94
C 2.32 -4.80 3.71
S -3.60 0.05 0.40
C -1.54 -5.21 -1.32
C -3.18 -3.87 -2.46
H -2.69 -1.53 3.95
H -2.76 -0.32 -2.31
C -5.44 -0.31 0.39
H -0.07 4.26 -2.56
H 2.17 8.34 0.98
H -2.77 1.78 -0.98
C -1.09 -1.56 -6.54
C 2.03 -2.65 -2.32
C 1.62 7.67 0.34
H -0.89 -0.72 -4.58
C -5.75 -1.23 1.54
H -1.11 5.63 -2.94
H -4.65 -6.52 -0.98
C 0.17 5.94 -1.24
H 3.16 -5.48 3.81
H -1.10 -4.98 -4.77
C 0.12 -3.10 3.41
C 0.37 -3.72 4.68
N -0.97 -2.33 3.18
C 3.05 2.78 0.23
H 2.96 -6.17 -3.59
H 2.63 3.38 4.64
H 1.78 9.65 -2.20
O 3.06 -1.09 0.61
H -1.85 1.65 5.29
H 1.11 3.50 3.76
I 3.34 -4.52 0.86
H -3.50 1.01 -3.20
C 3.35 -3.00 -2.46
C 2.07 -4.17 2.52
P -0.65 -2.89 -2.74
H 0.59 -5.55 -3.33
H 1.86 3.86 -1.16
C 2.57 3.03 -1.16
H -2.49 0.84 3.84
H -0.93 0.33 4.50
C 1.36 -4.83 -3.10
H 1.29 5.42 2.63
C 2.22 2.89 1.35
C -0.67 5.06 -2.13
H -5.68 -0.77 -0.57
C 2.69 -5.18 -3.24
C -0.98 -1.62 -5.17
H -6.83 -1.41 1.63
H 3.37 -1.12 1.51
O -0.83 -1.58 -2.07
C 2.77 2.71 2.62
C -1.08 -4.03 -5.28
C -4.19 -4.72 -2.05
H -1.26 -4.87 -7.23
H 4.52 2.24 3.75
Te 0.13 3.41 1.22
H -2.28 -2.71 1.79
C -2.55 -6.08 -0.92
H 4.73 -4.54 -3.06
C -3.62 0.35 -2.34
H 6.58 0.89 1.29
H -5.40 -0.78 2.47
C -0.94 2.19 3.43
C 4.94 2.22 1.65
C -3.67 1.16 -1.06
H -2.15 -3.06 0.32
H -4.55 1.80 -0.99
C 0.33 7.27 -1.61
S -0.45 2.20 -0.63
O -2.81 -2.94 1.01
C 3.69 -4.27 -2.94
O -1.10 3.41 3.67
C 1.46 6.34 0.71
H -1.26 -2.68 -8.37
C 1.01 -3.27 2.30
H -0.36 -3.81 6.72
C -3.87 -5.84 -1.29
C -1.59 1.18 4.35
C 1.02 -3.56 -2.64
I 1.96 -5.53 6.62
C -0.98 -2.85 -4.52
C -1.62 -2.60 5.47
H 1.83 10.13 -0.50
H 7.02 2.60 1.34
C -1.19 -2.73 -7.30
C 2.05 5.91 2.02
C 1.49 -4.56 4.78
H 4.13 -2.30 -2.20
O -3.44 0.91 1.57
H 6.65 1.74 2.84
C 2.00 2.90 3.89
H -5.24 -2.18 1.40
H -5.21 -4.51 -2.31
H 2.43 6.76 2.59
H 2.09 2.15 -1.57
H -2.31 -6.94 -0.32
O 0.87 -2.64 1.18
H -3.40 -2.99 -3.06
H -0.52 -5.38 -1.02
H 0.29 10.09 -1.37
H 3.41 3.30 -1.80
H -0.14 7.63 -2.52
H -5.95 0.64 0.49
C 4.39 2.44 0.40
H -1.48 4.61 -1.55
H 2.87 5.22 1.87
H 1.69 1.93 4.29
H 2.37 -1.79 0.56
C 0.76 5.41 -0.07
C -1.18 -3.96 -6.65
*
```

Atomic partial charges in e from the Mulliken method, atoms 1 to 6: number 1, C, carries -0.354; number 2, H, carries 0.426; number 3, C, carries 0.935; number 4, C, carries -1.537; number 5, H, carries 0.273; number 6, H, carries 0.396